Formula: C8H4Br2N2O2
Source: the OMol25 dataset
Level of theory: ωB97M-V with the def2-TZVPD basis set

Structure (XYZ):
```
18
Properties=species:S:1:pos:R:3
C -2.397 -1.526 -0.234
C 0.753 1.629 -1.543
C -1.155 -0.823 0.024
C -1.196 0.432 0.455
C 0.019 -1.695 -0.036
C 1.038 -1.033 -0.892
C 0.119 1.004 0.934
C 1.148 1.043 -0.241
N -3.417 -2.084 -0.393
N 0.439 2.018 -2.586
O 0.108 -2.796 0.413
O 0.607 0.221 1.984
Br -2.786 1.435 0.639
Br 2.893 1.303 0.354
H 2.010 -1.266 -0.948
H 0.672 -0.446 -1.778
H -0.173 2.042 1.347
H 1.318 0.543 2.499
```

Output
* energy relative to the best compared isomer or geometry (same formula, charge and spin): 2.0736 eV
* LUMO level: -1.4327 eV
* molar mass: 319.9 g mol⁻¹

Results of the natural (NBO) charge analysis, in e, for atoms 1 through 4: 0.2637, 0.1920, -0.2742, 0.0324